A structure of composition C33H57ClCoN2O2Si. Source: the OMol25 dataset; level of theory: wB97M-V/def2-TZVPD.

Geometry as XYZ:
```
97
Properties=species:S:1:pos:R:3:forces:R:3:lowdin_spin:R:1
O 1.86209 -2.01502 -1.75195 -0.3 -0.8 1.0 0.0002
O 0.79536 -0.52783 -3.63876 -0.2 -0.1 -1.5 0.0003
C 2.87265 -1.83257 -0.75677 0.0 0.4 -0.2 0.0002
C 2.87909 -2.83442 0.38645 0.0 0.1 0.1 0.0000
H 2.79250 -0.81389 -0.34200 0.1 -0.2 0.0 0.0003
H 3.81900 -1.86030 -1.31427 -0.2 -0.1 0.1 0.0000
H 2.17923 -2.52545 1.17751 0.1 -0.3 -0.2 -0.0001
H 3.88006 -2.83936 0.83318 -0.2 -0.1 -0.1 0.0000
H 2.62390 -3.84176 0.03497 0.1 0.2 0.2 0.0000
C 0.54302 -2.35433 -1.25960 0.6 0.6 -0.1 0.0001
C -0.02342 -3.43949 -2.13135 -0.2 -0.3 -0.1 0.0000
H -0.07738 -1.44554 -1.32985 0.0 -0.3 0.1 0.0000
H 0.56289 -2.64521 -0.19568 0.1 -0.1 -0.4 0.0000
H -0.23800 -3.04847 -3.13341 0.1 -0.2 0.3 0.0000
H -0.96269 -3.80218 -1.69712 0.1 0.0 -0.1 0.0000
H 0.68237 -4.27684 -2.20931 -0.2 0.2 0.0 0.0000
C -0.31069 0.06985 -4.34177 0.6 0.0 0.4 0.0000
C 1.88495 -0.91232 -4.49874 0.0 0.5 0.6 0.0000
C -1.58350 -0.63503 -3.95164 -0.3 -0.1 -0.2 -0.0001
H -0.14255 0.02000 -5.43046 -0.1 0.1 0.3 0.0000
H -0.34968 1.12863 -4.04393 -0.1 -0.2 -0.2 0.0000
H -1.55341 -1.68492 -4.26766 -0.1 0.2 0.1 0.0000
H -2.42861 -0.15147 -4.45066 0.0 -0.1 0.0 0.0000
H -1.75835 -0.58845 -2.86972 0.1 0.0 -0.2 0.0000
C 1.56066 -2.11816 -5.33542 0.0 -0.1 -0.2 0.0000
H 2.72555 -1.12208 -3.82334 -0.3 0.0 -0.2 0.0000
H 2.15603 -0.04713 -5.12721 0.0 -0.2 0.1 0.0000
H 1.30217 -2.96628 -4.69298 0.1 0.1 -0.2 0.0000
H 2.44372 -2.36929 -5.92753 -0.1 -0.1 -0.1 0.0000
H 0.73402 -1.90033 -6.02459 0.2 -0.2 0.1 0.0000
H 1.04052 -0.07468 -1.87817 0.0 1.9 1.5 0.0003
N -0.73618 -0.36206 3.34244 -1.3 0.1 1.0 0.3071
C -1.58431 0.12931 4.26541 1.1 -1.5 -0.3 0.0050
C -2.34742 1.26850 4.02698 -0.1 0.2 0.4 0.2352
C -2.46015 1.90787 2.79595 0.4 0.8 -2.0 0.0113
C -1.78331 -0.60550 5.55806 -0.3 0.1 0.5 -0.0041
H -0.84484 -0.98285 5.98187 -0.2 0.0 -0.3 -0.0012
H -2.47992 -1.45134 5.44875 0.3 0.2 -0.1 -0.0036
H -2.22894 0.08418 6.28452 0.1 -0.2 -0.1 -0.0001
C -3.53924 2.92468 2.56585 -0.5 0.2 0.4 -0.0044
H -4.18712 2.66324 1.71326 0.4 0.0 0.2 -0.0025
H -3.12921 3.93158 2.38477 0.0 -0.4 0.0 -0.0021
H -4.16825 2.97650 3.46165 0.1 0.1 -0.2 0.0003
N -1.61386 1.63577 1.79059 -2.1 0.8 0.7 0.2684
C -0.32672 -1.73208 3.39929 0.3 -1.2 0.8 0.0270
C 0.91240 -2.07804 3.97537 -0.1 0.3 -0.4 0.0199
C 1.77293 -1.03289 4.61218 0.5 0.2 0.2 0.0027
C 1.32017 -3.41082 3.96315 -0.4 -0.2 0.0 -0.0020
H 2.30358 -3.66310 4.36184 -0.3 0.0 -0.1 0.0001
C 0.46541 -4.40499 3.49014 0.2 0.1 0.0 0.0150
H 0.78744 -5.44203 3.49308 0.0 0.1 0.0 0.0008
C -0.80870 -4.07446 3.03796 0.1 0.1 0.1 -0.0004
H -1.51136 -4.84737 2.72416 0.2 0.2 0.1 0.0002
C -1.22513 -2.74816 3.00032 0.2 0.5 0.1 0.0192
C -2.63376 -2.42307 2.60636 -0.5 0.0 -0.4 0.0018
C -1.76364 2.23548 0.50236 -0.7 0.8 -0.9 0.0263
C -1.16839 3.48990 0.25467 -0.1 -0.5 0.0 0.0220
C -0.34830 4.17672 1.30221 0.2 0.3 0.2 0.0019
C -1.34040 4.06992 -1.00200 -0.2 -0.3 -0.2 -0.0025
H -0.88180 5.04364 -1.19530 -0.2 -0.3 0.0 -0.0001
C -2.08329 3.41738 -1.98981 0.0 0.0 0.1 0.0185
H -2.21684 3.89387 -2.96444 0.0 -0.2 0.3 0.0010
C -2.66856 2.17225 -1.73288 0.1 0.3 0.1 -0.0016
H -3.25993 1.66396 -2.50066 0.3 0.2 0.3 0.0000
C -2.51911 1.56369 -0.48516 0.3 0.3 0.3 0.0217
C -3.10626 0.20967 -0.21290 -0.2 -0.3 -0.1 0.0035
Co -0.04486 0.74546 1.96250 2.7 -0.6 -0.3 2.8124
H 2.46241 -0.59339 3.87983 -0.2 -0.1 0.3 0.0015
H 2.37460 -1.47725 5.41632 -0.2 0.1 -0.2 0.0002
H 1.18128 -0.21207 5.04224 0.2 -0.2 -0.1 0.0002
H -2.70262 -1.51278 1.99319 0.0 -0.3 0.2 0.0005
H -3.28612 -2.28581 3.48629 0.2 0.0 -0.3 0.0006
H -3.05422 -3.25684 2.02681 0.0 0.3 0.1 0.0000
H 0.03414 5.11841 0.89326 0.0 -0.2 0.2 0.0000
H 0.51964 3.57766 1.61851 -0.3 0.2 -0.1 -0.0002
H -0.92741 4.41485 2.20444 0.1 0.0 -0.2 0.0010
H -3.69141 0.17463 0.71644 0.1 0.1 -0.2 0.0009
H -2.32593 -0.56700 -0.13965 -0.1 0.2 0.0 0.0010
H -3.76751 -0.08604 -1.03669 0.1 0.1 0.2 0.0000
H -3.00088 1.60753 4.82694 0.1 -0.1 -0.2 0.0114
C 0.93056 0.85117 -1.18599 -0.1 -0.8 -1.0 0.0035
Si 2.16265 2.15499 -1.82216 -0.4 -0.4 0.0 0.0006
H -0.11578 1.17989 -1.26446 0.2 0.1 -0.1 -0.0004
H 1.13126 0.56291 -0.14653 0.1 0.0 -0.1 0.0022
C 3.79526 1.26135 -2.06398 0.1 0.0 0.0 0.0001
C 2.36809 3.58578 -0.62372 0.2 0.3 0.2 0.0011
C 1.52952 2.82910 -3.45981 0.1 0.2 -0.3 0.0003
H 2.15642 3.67754 -3.78431 -0.2 -0.3 0.1 0.0001
H 0.49462 3.19745 -3.37643 0.3 -0.1 0.0 0.0002
H 1.56616 2.06938 -4.25737 0.0 0.3 0.3 0.0000
H 4.32278 1.17331 -1.10323 0.0 0.0 -0.2 0.0000
H 4.43607 1.81419 -2.76271 0.0 -0.1 0.2 0.0000
H 3.64629 0.24740 -2.46488 0.0 0.4 0.1 0.0000
H 2.48615 3.21988 0.40756 0.0 0.2 -0.3 0.0013
H 1.51366 4.27828 -0.64861 0.2 -0.3 0.0 0.0000
H 3.26076 4.18440 -0.86507 -0.2 -0.2 0.0 0.0000
Cl 2.03594 1.32061 2.26304 -0.4 0.0 0.0 0.1755
```
Forces are in eV/Å.

Spin multiplicity = 5
Frontier orbital gap (alpha / beta) = 8.00 / 5.41 eV
Lowest unoccupied orbital energy (alpha / beta) = -0.1261 / -0.2211 Ha
Net charge = +1
HOMO (alpha / beta) = -11.4 / -11.4 eV
E_tot = -3683.849692 hartree
ΔE to the lowest compared entry with this formula, charge and spin = 0.000 eV